A cluster of 10 separate species, C36H89BN7O17 in total. Source: OMol25; level of theory: ωB97M-V with the def2-TZVPD basis set.

## Properties
frontier orbital gap: 9.48 eV
energy relative to the best compared isomer or geometry (same formula, charge and spin): 160.8 kcal per mole

Structure (ORCA input):
```
! wB97M-V def2-TZVPD RIJCOSX def2/J DEFGRID3
* xyz -1 1
O 1.330 -2.285 -1.581
C 0.416 -1.681 -1.130
O 0.527 -0.654 -0.294
B -0.785 -0.108 0.048
O -1.741 -0.946 -0.720
C -1.089 -1.760 -1.476
O -1.600 -2.551 -2.275
O -0.859 1.294 -0.404
C -1.598 1.963 0.461
O -2.053 3.077 0.252
C -1.743 1.111 1.739
O -1.072 -0.070 1.517
O -2.276 1.508 2.783
C 0.681 2.700 12.446
C -0.623 3.061 11.777
C -1.434 1.917 11.082
O -2.652 2.354 10.448
C -3.227 1.426 9.568
N -1.420 3.636 12.799
H 0.538 1.701 12.857
H 1.159 3.322 13.202
H 1.458 2.520 11.703
H -0.484 3.833 11.020
H -1.584 1.082 11.766
H -0.799 1.471 10.317
H -4.270 1.680 9.382
H -3.189 0.421 9.990
H -2.650 1.504 8.646
H -0.868 4.456 13.008
H -2.235 3.909 12.270
C 4.646 -4.746 7.964
C 5.155 -3.999 6.728
C 4.069 -3.559 5.707
O 3.330 -4.556 5.146
C 2.461 -4.273 4.086
N 5.862 -2.882 7.247
H 5.469 -4.931 8.654
H 4.263 -5.716 7.645
H 3.950 -4.210 8.608
H 5.951 -4.613 6.307
H 4.500 -2.893 4.960
H 3.334 -2.897 6.166
H 2.921 -4.489 3.122
H 1.874 -3.382 4.307
H 1.756 -5.083 4.275
H 5.132 -2.305 7.638
H 6.114 -2.313 6.452
C 2.980 1.233 -5.477
C 2.059 0.129 -5.942
C 0.630 0.625 -5.861
O -0.170 -0.406 -6.504
C -1.552 -0.106 -6.547
N 2.320 -0.148 -7.358
H 3.948 1.244 -5.978
H 3.047 1.301 -4.391
H 2.487 2.176 -5.714
H 2.347 -0.816 -5.481
H 0.418 1.654 -6.151
H 0.379 0.662 -4.801
H -1.691 0.868 -7.017
H -1.906 -0.077 -5.517
H -2.182 -0.765 -7.145
H 1.486 -0.658 -7.614
H 2.185 0.695 -7.897
C 1.377 -5.518 -6.450
C 2.846 -5.777 -6.059
C 2.990 -6.964 -5.086
O 4.375 -7.215 -4.829
C 4.673 -7.907 -3.558
N 3.642 -5.847 -7.293
H 1.134 -6.095 -7.342
H 0.986 -4.584 -6.853
H 0.533 -5.645 -5.772
H 3.173 -4.879 -5.534
H 2.495 -7.779 -5.614
H 2.492 -6.729 -4.145
H 5.673 -8.318 -3.699
H 4.052 -8.796 -3.450
H 4.722 -7.218 -2.715
H 3.022 -5.305 -7.879
H 3.327 -6.720 -7.690
C 1.180 6.727 -2.530
C 0.464 7.703 -1.595
C 1.167 9.124 -1.667
O 2.345 9.133 -0.820
C 2.902 10.429 -0.682
N -0.907 7.738 -1.913
H 0.633 5.785 -2.490
H 2.137 6.461 -2.081
H 1.189 7.011 -3.582
H 0.595 7.386 -0.561
H 0.420 9.812 -1.271
H 1.576 9.272 -2.666
H 3.120 10.862 -1.658
H 3.906 10.495 -0.261
H 2.236 11.042 -0.075
H -1.378 8.357 -1.270
H -1.370 6.859 -1.727
C -8.872 0.174 -2.702
C -9.221 0.082 -1.196
C -8.063 0.309 -0.234
O -8.459 0.432 1.168
C -7.366 0.885 1.945
N -10.329 1.009 -0.894
H -8.511 1.172 -2.949
H -9.754 -0.117 -3.273
H -8.107 -0.555 -2.968
H -9.583 -0.934 -1.037
H -7.478 1.151 -0.605
H -7.234 -0.397 -0.277
H -7.662 1.283 2.916
H -6.807 1.669 1.435
H -6.743 0.046 2.255
H -10.116 1.873 -1.372
H -10.173 1.185 0.088
C 6.921 -3.039 -2.594
C 7.108 -2.681 -4.039
C 8.107 -1.473 -4.246
O 8.329 -1.171 -5.681
C 9.280 -0.148 -5.961
N 7.397 -3.939 -4.851
H 7.904 -3.375 -2.264
H 6.283 -3.906 -2.421
H 6.679 -2.195 -1.948
H 6.098 -2.330 -4.252
H 9.028 -1.572 -3.672
H 7.623 -0.604 -3.800
H 9.090 0.843 -5.549
H 9.630 -0.165 -6.993
H 10.109 -0.511 -5.354
H 8.285 -4.175 -4.433
H 6.824 -4.595 -4.340
C -7.185 5.596 -1.634
C -8.704 5.909 -1.537
O -9.321 5.461 -2.653
H -6.738 6.521 -2.000
H -6.978 4.669 -2.169
H -6.862 5.488 -0.598
H -8.951 6.960 -1.393
H -9.136 5.374 -0.692
H -9.530 6.213 -3.211
C -4.116 -4.374 2.224
C -4.866 -4.927 3.310
O -5.236 -3.863 4.130
H -3.930 -5.018 1.364
H -3.269 -3.800 2.601
H -4.664 -3.512 1.844
H -4.278 -5.627 3.904
H -5.711 -5.507 2.939
H -5.897 -3.342 3.667
*
```



A structure of composition C36H90AsF6N6O16SV. Source: OMol25; level of theory: ωB97M-V with the def2-TZVPD basis set.

## Properties
frontier orbital gap (spin up / spin down): 7.99 / 8.21 eV
energy relative to the best compared isomer or geometry (same formula, charge and spin): 42.5 kcal per mole

Structure (ORCA input):
```
! wB97M-V def2-TZVPD RIJCOSX def2/J DEFGRID3
* xyz 0 3
V -1.234 -0.068 1.720
S 1.255 0.105 0.443
O 0.743 -0.508 1.674
O 1.628 -0.941 -0.518
O -0.097 0.618 0.259
O 2.243 1.122 0.763
As -4.440 0.896 3.540
F -3.075 0.139 2.690
F -4.922 1.552 1.957
F -5.839 1.601 4.323
F -3.773 0.241 5.133
F -3.403 2.343 3.751
F -5.381 -0.577 3.268
C 1.456 -2.466 -6.307
O 0.189 -2.193 -5.798
C 0.135 -1.098 -4.931
C 0.940 -1.229 -3.651
N 0.473 -2.252 -2.695
C 0.843 -3.650 -3.057
C 0.198 -4.711 -2.102
O 0.555 -6.057 -2.415
C 1.791 -6.353 -1.705
H 2.084 -2.794 -5.478
H 1.863 -1.682 -6.946
H 1.386 -3.333 -6.964
H -0.925 -1.025 -4.688
H 0.456 -0.215 -5.484
H 0.851 -0.291 -3.104
H 2.016 -1.319 -3.803
H 0.838 -2.076 -1.770
H 1.925 -3.590 -2.938
H 0.547 -3.812 -4.093
H -0.884 -4.583 -2.069
H 0.451 -4.443 -1.076
H 2.095 -7.366 -1.971
H 1.680 -6.368 -0.621
H 2.601 -5.653 -1.908
C 3.787 -0.344 3.344
O 4.040 -0.334 4.797
C 4.882 -1.401 5.195
C 5.120 -1.362 6.740
N 6.102 -2.302 7.283
C 5.634 -3.687 7.625
C 4.454 -3.772 8.639
O 4.785 -3.087 9.822
C 3.796 -3.208 10.791
H 3.121 -1.175 3.112
H 4.657 -0.481 2.701
H 3.201 0.479 2.936
H 5.904 -1.302 4.830
H 4.514 -2.375 4.872
H 4.126 -1.444 7.179
H 5.281 -0.322 7.025
H 6.617 -1.994 8.095
H 6.410 -4.349 8.010
H 5.338 -4.116 6.668
H 4.288 -4.840 8.776
H 3.573 -3.299 8.205
H 4.038 -2.690 11.719
H 3.583 -4.265 10.952
H 2.857 -2.779 10.443
C 1.597 4.023 -0.929
O 1.975 4.081 -2.312
C 2.857 3.014 -2.735
C 4.107 2.751 -1.891
N 5.001 4.003 -1.831
C 5.242 4.342 -0.382
C 6.023 5.657 -0.243
O 5.127 6.745 -0.405
C 4.233 6.905 0.692
H 2.454 4.369 -0.351
H 1.172 3.057 -0.658
H 0.877 4.825 -0.761
H 3.222 3.275 -3.728
H 2.296 2.081 -2.683
H 4.692 1.936 -2.316
H 3.859 2.411 -0.886
H 4.343 4.625 -2.278
H 5.814 3.503 0.012
H 4.379 4.301 0.283
H 6.736 5.722 -1.065
H 6.707 5.697 0.605
H 3.385 6.239 0.536
H 3.726 7.864 0.584
H 4.551 6.760 1.725
C -5.425 -0.676 -2.942
O -4.418 -0.478 -1.928
C -3.273 -1.222 -2.151
C -2.205 -0.802 -1.139
N -2.711 -0.684 0.225
C -3.284 -1.952 0.706
C -2.167 -3.009 0.912
O -1.036 -2.325 1.493
C -0.084 -3.287 1.897
H -6.360 -0.188 -2.666
H -5.709 -1.711 -3.131
H -5.060 -0.217 -3.861
H -2.802 -0.933 -3.090
H -3.438 -2.298 -2.105
H -1.883 0.191 -1.455
H -1.317 -1.429 -1.219
H -3.582 -0.216 0.016
H -4.062 -2.322 0.039
H -3.775 -1.765 1.661
H -1.788 -3.428 -0.020
H -2.516 -3.792 1.586
H 0.812 -2.871 2.357
H 0.336 -3.902 1.101
H -0.410 -4.036 2.618
C -0.975 2.210 -3.824
O -1.846 1.444 -4.668
C -2.612 2.309 -5.636
C -3.541 1.310 -6.333
N -4.230 2.024 -7.406
C -5.262 1.239 -8.122
C -6.425 0.855 -7.219
O -6.149 -0.286 -6.384
C -7.317 -0.704 -5.669
H -1.234 3.264 -3.725
H 0.007 2.153 -4.293
H -0.983 1.859 -2.792
H -2.010 2.822 -6.386
H -3.031 3.096 -5.009
H -4.207 0.790 -5.644
H -2.856 0.578 -6.760
H -4.630 2.878 -7.044
H -4.759 0.394 -8.594
H -5.628 1.953 -8.860
H -7.337 0.679 -7.789
H -6.697 1.739 -6.642
H -7.278 -0.176 -4.716
H -7.152 -1.766 -5.485
H -8.278 -0.562 -6.163
C -1.488 -1.803 4.527
O -0.907 -0.760 3.776
C -0.151 0.126 4.636
C 0.221 1.303 3.772
N -0.913 1.668 2.900
C -0.533 2.816 2.115
C -1.728 3.182 1.228
O -2.312 2.067 0.568
C -3.409 2.518 -0.206
H -2.143 -1.586 5.371
H -0.721 -2.562 4.682
H -2.226 -2.330 3.922
H 0.731 -0.433 4.949
H -0.771 0.326 5.509
H 1.125 1.164 3.179
H 0.454 2.114 4.462
H -1.579 2.076 3.541
H 0.300 2.710 1.420
H -0.169 3.651 2.714
H -1.324 3.866 0.482
H -2.432 3.669 1.904
H -3.094 3.050 -1.104
H -4.162 3.069 0.357
H -3.932 1.653 -0.613
*
```



A structure of composition C36H90N6Na3O16P. Source: OMol25; level of theory: ωB97M-V with the def2-TZVPD basis set.

## Properties
frontier orbital gap: 7.85 eV
energy relative to the best compared isomer or geometry (same formula, charge and spin): 82.0 kcal per mole

Structure (ORCA input):
```
! wB97M-V def2-TZVPD RIJCOSX def2/J DEFGRID3
* xyz 0 1
Na -0.544 -0.893 1.559
Na -4.138 0.255 -1.017
Na -0.175 1.882 -2.594
P -1.338 0.651 -0.517
O -0.512 1.857 -0.051
O -2.340 0.055 0.564
O -0.353 -0.485 -0.860
O -2.251 1.002 -1.717
C -8.167 -0.706 2.531
O -7.623 0.191 3.471
C -6.573 1.012 3.027
C -5.485 0.328 2.209
N -4.726 1.206 1.279
C -4.530 2.553 1.827
C -3.278 3.164 1.236
O -3.196 4.519 1.640
C -2.013 5.108 1.140
H -9.057 -1.168 2.955
H -7.534 -1.569 2.293
H -8.388 -0.136 1.621
H -6.109 1.450 3.910
H -6.938 1.875 2.445
H -5.847 -0.514 1.622
H -4.689 -0.068 2.852
H -3.789 0.793 1.143
H -4.374 2.575 2.915
H -5.373 3.178 1.534
H -3.366 3.170 0.134
H -2.358 2.620 1.466
H -1.124 4.480 1.298
H -1.878 6.036 1.690
H -2.083 5.219 0.051
C 3.325 3.989 2.629
O 2.595 3.271 3.599
C 1.202 3.247 3.375
C 0.686 1.813 3.525
N 0.698 1.018 2.310
C 2.004 0.575 1.834
C 2.492 -0.688 2.503
O 1.481 -1.701 2.449
C 1.774 -2.792 3.284
H 3.292 3.641 1.592
H 4.345 4.026 3.003
H 2.928 5.015 2.622
H 0.915 3.573 2.371
H 0.650 3.831 4.121
H -0.308 1.822 3.986
H 1.267 1.259 4.272
H 0.246 1.458 1.496
H 2.806 1.325 1.821
H 1.813 0.385 0.768
H 2.771 -0.484 3.548
H 3.412 -1.119 2.085
H 2.368 -2.538 4.171
H 2.373 -3.547 2.761
H 0.849 -3.242 3.647
C -2.679 -0.759 4.763
O -2.228 -1.315 3.540
C -2.955 -2.435 3.097
C -2.414 -3.085 1.823
N -3.030 -2.543 0.630
C -2.557 -3.160 -0.597
C -2.917 -4.602 -0.826
O -2.063 -5.485 -0.102
C -2.560 -6.794 0.037
H -2.429 -1.454 5.570
H -3.769 -0.647 4.740
H -2.214 0.216 4.857
H -4.033 -2.266 2.955
H -2.981 -3.232 3.865
H -2.565 -4.165 1.792
H -1.301 -3.040 1.926
H -2.831 -1.540 0.554
H -1.472 -3.046 -0.746
H -3.037 -2.632 -1.430
H -2.909 -4.855 -1.894
H -3.943 -4.808 -0.481
H -2.466 -7.069 1.093
H -1.944 -7.531 -0.490
H -3.598 -6.910 -0.280
C 8.287 -2.594 4.602
O 7.932 -3.209 3.378
C 6.571 -3.017 3.015
C 6.294 -3.986 1.886
N 4.971 -3.761 1.306
C 4.814 -4.208 -0.054
C 3.521 -3.737 -0.650
O 2.437 -4.343 0.061
C 1.200 -3.821 -0.387
H 8.730 -3.332 5.276
H 7.458 -2.118 5.127
H 9.069 -1.864 4.376
H 6.395 -1.998 2.655
H 5.967 -3.249 3.899
H 6.323 -5.020 2.260
H 7.066 -3.929 1.119
H 4.252 -4.106 1.926
H 4.892 -5.294 -0.220
H 5.599 -3.720 -0.641
H 3.327 -4.065 -1.681
H 3.432 -2.643 -0.618
H 1.038 -4.115 -1.432
H 1.272 -2.730 -0.300
H 0.382 -4.166 0.241
C 3.150 7.454 -1.475
O 2.294 6.416 -1.917
C 2.567 5.137 -1.373
C 1.376 4.554 -0.640
N 0.374 3.993 -1.539
C -0.391 4.910 -2.387
C -1.572 4.228 -3.063
O -1.060 3.563 -4.230
C -2.141 2.993 -4.955
H 3.002 8.258 -2.193
H 4.193 7.126 -1.560
H 2.957 7.785 -0.452
H 3.441 5.204 -0.713
H 2.803 4.429 -2.174
H 0.941 5.221 0.124
H 1.706 3.673 -0.076
H -0.072 3.281 -0.947
H 0.283 5.326 -3.132
H -0.758 5.692 -1.705
H -2.272 5.027 -3.340
H -2.125 3.505 -2.450
H -1.677 2.348 -5.713
H -2.624 3.755 -5.571
H -2.747 2.319 -4.348
C -0.826 -2.268 -7.628
O -0.258 -1.889 -6.399
C -1.073 -0.986 -5.686
C -0.915 -1.068 -4.187
N 0.218 -0.446 -3.531
C 1.513 -1.170 -3.615
C 2.251 -1.110 -4.959
O 3.506 -0.485 -4.922
C 3.352 0.918 -4.797
H -1.766 -2.813 -7.472
H -0.143 -2.974 -8.100
H -0.988 -1.412 -8.290
H -2.141 -1.097 -5.933
H -0.919 0.055 -6.025
H -1.251 -2.052 -3.825
H -1.740 -0.398 -3.890
H 0.003 -0.509 -2.521
H 1.261 -2.216 -3.371
H 2.122 -0.851 -2.766
H 1.566 -0.709 -5.710
H 2.355 -2.148 -5.282
H 4.357 1.331 -4.693
H 2.828 1.153 -3.864
H 2.876 1.356 -5.677
*
```



Question: Which formula does entry 1 have?
Answer: C36H89BN7O17



Question: The lowest energy relative to the best compared isomer or geometry (same formula, charge and spin) belongs to which entry?
Answer: C36H90AsF6N6O16SV



Question: energy relative to the best compared isomer or geometry (same formula, charge and spin) of number 1 (C36H89BN7O17)?
Answer: 160.8 kcal per mole